Record 1
# C23H22AlBrN2S

C23H22AlBrN2S as an isolated structure (wB97M-V/def2-TZVPD, the OMol25 dataset).

Structure (XYZ):
```
50
C23H22AlBrN2S | the OMol25 dataset | wB97M-V/def2-TZVPD
Al -0.18901 -0.10429 -0.10489
C -5.93148 -3.97746 -1.84381
C -4.78899 -3.35243 -2.65725
C -5.08373 -1.85847 -2.82112
C -4.70308 -3.97771 -4.05707
C -3.48491 -3.62541 -1.93342
C -3.08637 -4.95717 -1.71242
C -1.91465 -5.27003 -1.06229
C -1.10972 -4.22781 -0.61554
S 0.40896 -4.31145 0.22713
C 0.48150 -2.60885 0.26754
N -0.56214 -1.97336 -0.31154
C -1.47657 -2.89038 -0.81885
C -2.66537 -2.60849 -1.47834
C 1.58014 -1.89674 0.87711
C 2.66705 -2.53065 1.48043
C 3.67528 -1.76548 2.03993
C 3.61346 -0.38077 2.00546
C 2.53619 0.26087 1.40749
C 1.51528 -0.48660 0.84095
H -6.88462 -3.72227 -2.29588
H -5.92342 -3.60095 -0.82218
H -5.85981 -5.05939 -1.80894
H -6.02823 -1.74311 -3.34546
H -4.31773 -1.36624 -3.41781
H -5.18505 -1.36601 -1.85551
H -5.59075 -3.72247 -4.62686
H -4.63573 -5.05964 -4.01442
H -3.83168 -3.60143 -4.59056
H -3.71274 -5.76313 -2.06020
H -1.62176 -6.29647 -0.89973
H -2.93898 -1.58162 -1.62952
H 2.72636 -3.60922 1.51359
H 4.52039 -2.24385 2.50915
H 4.40137 0.21746 2.44281
H 2.52311 1.34359 1.40010
C -4.74782 2.03571 -2.63570
C -3.46052 2.22515 -1.92124
C -2.96609 3.50463 -1.64651
C -1.76243 3.64233 -0.97836
C -1.08908 2.49822 -0.60463
Br 0.54685 2.58843 0.30378
N -1.52755 1.24889 -0.84842
C -2.70141 1.13498 -1.50026
H -5.19327 2.99418 -2.88316
H -5.44965 1.47563 -2.01951
H -4.59626 1.47536 -3.55717
H -3.51736 4.38022 -1.95247
H -1.34203 4.60800 -0.74481
H -3.05800 0.13378 -1.69874
```

Highest occupied orbital energy = -14.35 eV
HOMO-LUMO gap = 6.805 eV
Net charge = +2
Molecular weight = 465.4 g mol⁻¹
Energy above the lowest of the compared OMol25 structures with the same formula, charge and spin = 0.923 eV

---

Record 2
# C26H50N16O28S

C26H50N16O28S as an isolated structure (wB97M-V/def2-TZVPD, the OMol25 dataset).

Structure (XYZ):
```
121
C26H50N16O28S | the OMol25 dataset | wB97M-V/def2-TZVPD
C -3.73444 2.13634 -6.39309
C -4.32685 2.88397 -5.36349
C -5.71550 2.79265 -5.19152
C -6.44266 1.99285 -6.08160
C -7.94204 1.87289 -5.90358
C -8.84868 2.28376 -6.98215
C -10.20453 2.17224 -6.90438
C -10.72558 1.61617 -5.68100
N -12.00730 1.37470 -5.34290
S -12.00067 0.76372 -3.85035
N -10.39678 0.72898 -3.47659
C -9.84344 1.22070 -4.59514
C -8.41255 1.34769 -4.73430
C -5.85494 1.26196 -7.11970
C -4.45846 1.33016 -7.27166
H -2.64836 2.21018 -6.52631
H -3.66146 3.48685 -4.71559
H -6.21541 3.33366 -4.38190
H -8.36062 2.68684 -7.87410
H -10.88000 2.48118 -7.70561
H -7.76117 1.02054 -3.92069
H -6.46978 0.63672 -7.77412
H -4.00142 0.74555 -8.07433
C -0.53079 3.91977 -2.51330
N -0.75070 3.59397 -3.94948
O -1.61562 4.20888 -4.54797
O -0.04788 2.73024 -4.43481
H -1.22300 4.70091 -2.22536
H -0.70687 3.01546 -1.94108
H 0.49205 4.25370 -2.40860
C 2.39305 1.74281 0.72698
N 1.39093 2.27210 -0.23876
O 1.79616 3.01643 -1.10716
O 0.23890 1.91258 -0.09085
H 3.36732 2.14220 0.47483
H 2.09120 2.05967 1.71878
H 2.38313 0.65872 0.63933
C 4.93276 4.02225 -3.40932
N 4.64031 3.38006 -2.10074
O 4.77185 2.17024 -2.01414
O 4.28855 4.09607 -1.19682
H 5.23366 3.25441 -4.11369
H 4.02352 4.51693 -3.74008
H 5.73414 4.73843 -3.24952
C -0.45650 6.35581 1.91445
N -0.31527 5.70076 0.58668
O 0.38334 4.70786 0.51839
O -0.91331 6.20812 -0.34097
H 0.12776 5.79969 2.63902
H -0.08592 7.37346 1.81679
H -1.51908 6.34775 2.18110
C -10.59202 -2.33183 -2.57818
N -10.67502 -3.79049 -2.86500
O -10.04721 -4.21268 -3.81410
O -11.36911 -4.45654 -2.12421
H -9.94436 -1.86786 -3.31206
H -11.59852 -1.92912 -2.64127
H -10.18504 -2.21782 -1.57717
C 5.31319 0.56668 4.34169
N 4.31121 1.11194 3.38439
O 4.70665 1.86351 2.51613
O 3.15680 0.76325 3.54036
H 6.29064 0.95963 4.08300
H 5.01876 0.88323 5.33844
H 5.29414 -0.51689 4.25349
C 6.43627 -0.29019 -1.22570
N 6.84411 -1.20361 -0.12594
O 6.10660 -1.27222 0.83936
O 7.88343 -1.81583 -0.26436
H 5.49920 0.17896 -0.95150
H 7.22030 0.45277 -1.34222
H 6.32252 -0.88558 -2.12779
C 0.46485 -1.27014 3.09056
N 0.92139 -2.25490 4.10610
O 0.23283 -2.40592 5.09748
O 1.95583 -2.84404 3.87328
H -0.46474 -0.82477 3.42805
H 1.24113 -0.51544 2.99443
H 0.31811 -1.80700 2.15675
C 7.44035 -2.76448 3.19650
N 7.65478 -1.97971 4.44227
O 6.97491 -2.25810 5.41102
O 8.49806 -1.10479 4.40449
H 6.66580 -3.49966 3.37643
H 7.13789 -2.06286 2.42125
H 8.38023 -3.24770 2.94609
C -2.58666 -3.38943 6.72299
N -2.83981 -4.09822 8.00668
O -2.69488 -5.30318 8.02125
O -3.17510 -3.41511 8.95222
H -2.29750 -4.11815 5.97407
H -3.50816 -2.88768 6.44003
H -1.78667 -2.67490 6.89452
C 7.72054 -5.21286 -0.62528
N 7.39038 -5.80269 0.70004
O 7.54482 -6.99839 0.83941
O 6.98764 -5.04033 1.55416
H 8.06438 -6.00550 -1.28102
H 6.81526 -4.75351 -1.01240
H 8.49970 -4.47174 -0.46859
C -3.39702 8.41738 4.89560
N -2.59842 7.48434 4.05606
O -1.59271 7.01208 4.54262
O -3.01783 7.26234 2.93408
H -2.90941 8.51971 5.85891
H -3.43670 9.37132 4.37669
H -4.38941 7.98892 5.00591
C -0.65758 -4.93496 0.44569
N -1.42382 -3.66522 0.31407
O -0.80794 -2.62112 0.42934
O -2.61061 -3.76190 0.10083
H 0.38357 -4.69472 0.63362
H -1.08405 -5.48918 1.27735
H -0.76766 -5.48088 -0.48722
C 8.21377 -8.89825 3.61133
N 9.53147 -9.35268 4.13233
O 9.62302 -10.50501 4.50296
O 10.42592 -8.53219 4.14850
H 7.51720 -9.72848 3.65577
H 7.87852 -8.07764 4.23960
H 8.36072 -8.57156 2.58624
```

Highest occupied orbital energy = -8.77 eV
HOMO-LUMO gap = 8.164 eV
Net charge = 0
Molecular weight = 1066.8 g mol⁻¹

---

Look up the highest occupied orbital energy of the first one. -14.35 eV